C10H15N5O2 | wB97M-V/def2-TZVPD

For the HOMO energy, the calculation gives -7.66 eV. The SMILES is COc1ccc(OC)c(/N=C(/N)N=C(N)N)c1. The spin multiplicity is 1. The energy relative to the best compared isomer or geometry (same formula, charge and spin) is 7.7 kcal/mol. The calculation puts the HOMO-LUMO gap at 8.419 eV.

Element x y z (Å)
C (4.401, 1.221, 0.366)
O (3.085, 1.301, 0.851)
C (2.180, 0.363, 0.431)
C (2.446, -0.633, -0.500)
C (1.436, -1.516, -0.854)
C (0.177, -1.425, -0.300)
O (-0.833, -2.263, -0.774)
C (-1.345, -3.163, 0.189)
C (-0.107, -0.422, 0.650)
N (-1.326, -0.392, 1.285)
C (-2.197, 0.544, 1.174)
N (-3.251, 0.557, 2.038)
N (-2.144, 1.623, 0.337)
C (-1.856, 1.578, -0.912)
N (-1.892, 0.466, -1.697)
N (-1.693, 2.767, -1.568)
C (0.912, 0.462, 0.992)
H (4.868, 0.265, 0.623)
H (4.442, 1.362, -0.720)
H (4.945, 2.029, 0.853)
H (3.417, -0.738, -0.956)
H (1.623, -2.285, -1.589)
H (-0.582, -3.891, 0.483)
H (-2.177, -3.678, -0.289)
H (-1.693, -2.625, 1.075)
H (-4.055, 1.104, 1.787)
H (-3.379, -0.250, 2.622)
H (-1.504, 0.510, -2.623)
H (-1.857, -0.443, -1.259)
H (-1.542, 3.563, -0.974)
H (-1.212, 2.765, -2.451)
H (0.714, 1.243, 1.709)

Atom charges from the Mulliken analysis, given in e for atoms 1 to 4: -0.870 -0.418 0.512 -0.362